No. 1
ORCA calculation (wB97M-V/def2-TZVPD) on a 2-piece molecular cluster, C6H12 overall.

Structure (XYZ):
```
18
C6H12 wB97M-V/def2-TZVPD
C -1.62 -2.13 0.21
C 1.44 0.09 -0.87
C 0.31 0.09 -1.58
C 1.02 1.25 0.02
C -0.32 1.23 -0.80
C 0.90 0.99 1.51
H -0.69 -1.56 0.11
H 0.31 0.09 1.71
H -2.34 -1.75 -0.52
H 2.34 -0.52 -0.88
H -2.03 -2.01 1.21
H 0.42 1.84 2.02
H -0.06 -0.53 -2.39
H -0.54 2.14 -1.36
H 1.60 2.17 -0.16
H -1.20 0.95 -0.21
H 1.89 0.84 1.96
H -1.42 -3.18 0.01
```

Calculated values
E ... -6414.9848 eV
Frontier orbital gap ... 10.5 eV
Max |F| ... 0.236 eV/A
HOMO level ... -0.34493 hartree
Energy above the lowest of the compared OMol25 structures with the same formula, charge and spin ... 188.7 kJ/mol

No. 2
ORCA calculation (wB97M-V/def2-TZVPD) on C20H21NO6S in the gas phase.

Structure (XYZ):
```
49
C20H21NO6S wB97M-V/def2-TZVPD
S 6.43 0.17 0.14
O 6.28 1.59 0.28
O 7.66 -0.35 -0.37
O -3.47 3.22 0.54
O -3.17 -2.15 -0.28
O -3.46 -1.38 1.81
O -3.28 0.07 -2.39
N 5.26 -0.44 -0.88
C -0.34 0.21 -0.37
C -4.80 -3.89 0.20
C 3.38 0.77 0.02
C -3.33 -3.50 0.15
C -2.03 4.50 -0.57
C -3.27 4.43 -0.03
C 1.65 -0.98 -1.26
C 1.12 0.05 -0.48
C -3.18 0.19 0.00
C -0.90 0.55 0.98
C -1.42 3.25 -0.32
C 3.89 -0.27 -0.75
C -2.32 1.11 0.89
C 6.06 -0.62 1.72
C -1.13 0.01 -1.44
C -2.58 0.09 -1.40
C 3.01 -1.14 -1.39
C -3.29 -1.19 0.63
C -2.34 2.51 0.36
C 2.01 0.92 0.15
H 5.02 -0.42 1.97
H -4.20 0.59 -0.08
H -0.26 1.26 1.49
H -5.32 -3.30 0.95
H -0.91 -0.36 1.58
H -4.89 -4.94 0.46
H -0.70 -0.18 -2.41
H -2.79 -4.10 -0.58
H 1.64 1.75 0.73
H -2.87 -3.61 1.14
H -1.60 5.33 -1.09
H -4.08 5.13 0.01
H 6.72 -0.20 2.46
H -0.44 2.95 -0.61
H 4.05 1.47 0.48
H 6.24 -1.68 1.61
H 3.41 -1.95 -1.99
H 5.58 -1.19 -1.46
H -5.26 -3.73 -0.77
H -2.78 1.11 1.89
H 0.98 -1.67 -1.75
```

Calculated values
E ... -45690.6381 eV
Frontier orbital gap ... 8.5 eV
Max |F| ... 0.949 eV/A
HOMO level ... -0.31453 hartree
Energy above the lowest of the compared OMol25 structures with the same formula, charge and spin ... 28.3 kJ/mol

No. 3
ORCA calculation (wB97M-V/def2-TZVPD) on a 10-piece molecular cluster, C49H101F12N5O9 overall at a distorted geometry.

Structure (XYZ):
```
176
C49H101F12N5O9 wB97M-V/def2-TZVPD
F -17.53 11.97 27.59
F -10.76 6.44 17.14
F -24.04 12.35 16.86
F -13.84 15.73 22.76
F -19.28 12.40 26.38
F -11.61 7.21 18.95
F -14.83 16.88 21.28
F -12.88 16.05 20.81
F -10.99 8.60 17.45
F -23.81 14.28 15.87
F -23.38 12.44 14.78
F -18.73 10.36 26.79
O -21.28 12.02 16.70
O -15.53 13.98 21.49
O -21.25 14.24 16.36
O -16.28 12.12 25.18
O -14.45 14.49 19.50
O -8.76 6.44 19.10
O -17.93 10.79 24.35
O -8.80 8.68 18.70
O -15.89 8.48 20.22
N -13.36 2.86 19.33
N -17.33 5.88 15.75
N -12.29 8.96 23.05
N -13.09 10.23 14.82
N -16.61 4.02 22.93
C -12.17 10.33 23.58
C -13.66 8.49 22.85
C -14.35 11.48 13.14
C -17.34 11.54 25.28
C -17.01 7.74 14.19
C -18.22 11.57 26.54
C -15.76 3.30 23.87
C -17.17 10.28 23.23
C -13.80 7.05 22.26
C -14.02 15.84 21.43
C -11.29 3.70 20.47
C -14.79 8.13 18.16
C -16.44 4.96 15.03
C -9.32 7.45 18.72
C -17.75 4.30 17.71
C -16.01 8.26 19.02
C -14.37 0.57 19.57
C -10.93 11.00 15.93
C -14.31 3.24 18.23
C -12.78 8.79 14.83
C -13.03 10.85 13.49
C -12.53 10.46 25.07
C -16.06 5.26 22.38
C -23.32 13.05 15.97
C -14.51 12.11 18.96
C -17.42 11.16 22.02
C -21.85 13.17 16.41
C -7.60 8.97 19.42
C -12.09 9.78 20.68
C -12.47 10.99 15.89
C -10.70 7.42 18.02
C -12.08 3.61 19.18
C -14.73 14.61 20.84
C -13.12 1.42 19.16
C -19.91 11.94 17.03
C -18.32 5.15 16.53
C -19.32 10.55 16.83
C -17.39 3.18 22.01
C -13.46 8.01 13.70
C -11.51 8.90 21.77
C -6.39 8.72 18.57
C -17.07 3.92 14.09
C -14.54 4.77 18.12
C -18.00 6.78 14.79
C -15.94 3.96 25.23
C -16.58 2.68 20.80
C -17.22 6.26 22.20
C -15.12 13.47 18.74
C -17.35 8.33 18.32
H -12.93 11.44 25.35
H -14.35 12.13 12.25
H -13.70 5.29 17.66
H -11.69 8.68 14.78
H -14.79 12.08 13.94
H -15.74 5.53 14.41
H -16.11 10.21 23.48
H -15.37 5.03 17.47
H -15.83 4.42 15.76
H -19.68 12.35 18.01
H -18.00 8.99 18.89
H -15.11 10.74 12.90
H -17.80 6.40 23.11
H -18.65 6.39 14.00
H -12.87 12.00 16.02
H -17.18 4.90 18.42
H -16.32 7.92 15.02
H -12.21 4.64 18.86
H -15.88 2.22 23.97
H -14.12 9.20 22.15
H -17.23 12.20 22.29
H -19.29 12.60 16.42
H -18.49 11.17 21.79
H -18.24 10.47 16.90
H -13.15 6.39 22.84
H -12.62 1.06 18.25
H -11.42 3.10 18.47
H -10.44 9.06 21.91
H -11.69 10.24 25.72
H -17.79 5.88 21.35
H -17.85 4.42 13.50
H -10.68 11.27 16.96
H -12.82 11.02 23.02
H -17.34 2.25 20.14
H -14.27 8.59 23.75
H -14.74 5.20 19.11
H -6.54 7.68 18.25
H -14.88 7.20 17.60
H -10.38 10.09 15.71
H -11.53 7.85 21.48
H -14.50 0.47 20.64
H -16.87 3.64 25.71
H -10.24 3.94 20.33
H -17.48 8.66 13.82
H -15.34 0.88 19.18
H -13.86 2.84 17.32
H -13.92 8.13 18.82
H -14.84 6.75 22.21
H -17.13 3.47 17.35
H -14.18 -0.41 19.12
H -16.19 13.48 18.96
H -17.49 9.29 22.88
H -18.88 5.94 17.03
H -7.53 8.49 20.39
H -11.17 10.71 23.38
H -15.77 1.98 21.00
H -17.35 8.60 17.27
H -11.60 4.55 21.09
H -13.35 6.95 13.95
H -15.94 5.05 25.22
H -19.78 9.82 17.50
H -12.77 10.10 12.75
H -17.83 2.32 22.52
H -16.83 7.24 21.94
H -13.15 9.62 20.48
H -17.87 7.37 18.37
H -14.50 8.28 13.58
H -13.43 12.18 19.13
H -16.15 3.48 20.20
H -11.92 10.84 20.83
H -5.47 8.65 19.14
H -13.08 8.31 15.77
H -15.54 5.20 21.42
H -18.59 7.42 15.44
H -7.51 10.00 19.76
H -12.80 10.55 16.84
H -15.31 2.86 18.42
H -15.10 3.71 25.89
H -18.26 3.74 21.65
H -14.71 3.43 23.60
H -11.46 9.55 19.81
H -12.14 11.47 13.34
H -13.30 9.72 25.31
H -19.57 10.27 15.81
H -14.74 11.45 18.13
H -14.96 11.53 19.77
H -18.60 3.88 18.25
H -16.83 11.08 21.11
H -16.48 3.50 13.27
H -13.50 7.11 21.21
H -12.98 8.09 12.73
H -16.47 7.35 13.33
H -14.62 8.96 17.47
H -11.27 2.82 21.11
H -15.38 5.62 23.14
H -6.29 9.40 17.72
H -15.05 13.79 17.70
H -18.84 4.40 15.93
H -12.38 1.27 19.95
H -10.44 11.80 15.35
H -17.41 3.07 14.68
```

Calculated values
E ... -110935.3952 eV
Frontier orbital gap ... 8.0 eV
Max |F| ... 3.462 eV/A
HOMO level ... -0.28642 hartree
Energy above the lowest of the compared OMol25 structures with the same formula, charge and spin ... 57.5 kJ/mol

No. 4
ORCA calculation (wB97M-V/def2-TZVPD) on a 5-piece molecular cluster, C31H38ClNO5S overall.

Structure (XYZ):
```
77
C31H38ClNO5S wB97M-V/def2-TZVPD
Cl 6.07 4.99 -2.01
S 4.45 4.91 -3.26
O 3.35 4.48 -2.47
O 1.86 1.45 -3.64
O 0.30 3.00 -3.12
O -1.12 2.86 -1.34
O 4.44 6.16 -3.95
N 0.82 2.66 -5.28
C 2.39 4.45 4.30
C -3.07 -3.93 6.09
C -4.02 -7.19 1.27
C 2.86 4.05 1.97
C 1.67 2.41 3.26
C -1.31 -0.52 0.78
C -2.76 -1.79 4.35
C 0.09 2.41 -1.82
C -3.20 -6.32 0.56
C 2.95 4.86 3.10
C 1.06 2.30 -3.98
C -2.44 -1.65 5.70
C 1.99 2.80 -6.13
C 2.82 4.06 -5.81
C -1.73 -8.14 0.02
C -2.31 -1.45 -1.20
C -1.43 -2.91 0.51
C -1.94 -0.35 -0.45
C -2.54 -9.01 0.73
C 4.34 3.83 -5.78
C -2.06 -6.79 -0.07
C -2.06 -2.73 -0.72
C -1.06 -1.80 1.26
C 2.21 2.83 2.06
C 1.75 3.22 4.38
C -2.60 -2.72 6.56
C -3.39 -4.07 4.74
C 4.96 3.63 -4.39
C -3.69 -8.53 1.35
C -1.03 4.08 -0.62
C -3.24 -3.00 3.88
H 4.69 2.68 -3.92
H 2.46 5.08 5.17
H 1.66 2.82 -7.17
H 6.04 3.69 -4.45
H -2.63 -0.96 3.67
H 2.58 1.89 -6.00
H -4.91 -6.81 1.75
H 1.32 2.90 5.32
H -0.58 -1.94 2.22
H -1.03 0.34 1.37
H -2.79 -1.32 -2.16
H 0.92 2.72 -1.18
H 3.47 5.81 3.04
H -0.19 4.05 0.08
H -2.35 -3.60 -1.31
H -2.06 -0.70 6.07
H 2.60 4.84 -6.54
H 3.30 4.37 1.04
H 4.56 2.91 -6.34
H -2.34 -2.61 7.61
H -2.29 -10.06 0.80
H 2.17 2.19 1.18
H -3.48 -3.11 2.83
H -0.92 4.93 -1.30
H 0.16 3.43 -5.34
H -3.19 -4.77 6.76
H 4.86 4.64 -6.28
H -3.46 -5.27 0.49
H 0.08 1.32 -1.91
H -4.33 -9.21 1.91
H 1.18 1.44 3.32
H 2.47 4.45 -4.85
H -1.96 4.20 -0.06
H -3.76 -5.02 4.37
H -1.42 -6.11 -0.62
H -0.83 -8.51 -0.47
H -1.24 -3.90 0.89
H -2.13 0.65 -0.82
```

Calculated values
E ... -67848.3395 eV
Frontier orbital gap ... 9.6 eV
Max |F| ... 0.460 eV/A
HOMO level ... -0.33769 hartree

No. 5
ORCA calculation (wB97M-V/def2-TZVPD) on an isolated ion of composition C4H7N2O and charge +1 at a distorted geometry.

Structure (XYZ):
```
14
C4H7N2O wB97M-V/def2-TZVPD
O 0.40 3.05 0.21
N -0.19 1.33 1.43
N 0.27 0.82 0.29
C 0.38 -0.57 0.00
C -0.87 -1.01 -0.80
C 0.70 1.99 -0.46
C -0.11 2.59 1.38
H 0.59 -1.04 0.98
H -0.59 3.27 2.12
H -1.86 -0.85 -0.31
H -0.99 -0.52 -1.66
H -0.76 -2.04 -1.05
H 1.25 -0.82 -0.74
H 1.01 1.97 -1.47
```

Calculated values
Total charge ... +1
E ... -9280.1280 eV
Frontier orbital gap ... 10.8 eV
Max |F| ... 7.536 eV/A
HOMO level ... -0.58271 hartree
Energy above the lowest of the compared OMol25 structures with the same formula, charge and spin ... 256.8 kJ/mol

No. 6
ORCA calculation (wB97M-V/def2-TZVPD) on a 3-piece molecular cluster, C29H45BrF8O3 overall.

Structure (XYZ):
```
86
C29H45BrF8O3 wB97M-V/def2-TZVPD
Br 2.96 6.30 5.26
F 6.35 5.43 2.80
F 1.62 -0.66 10.25
F -0.85 -0.52 7.91
F 2.39 -0.73 8.20
F 5.91 4.91 0.76
F 6.91 3.48 2.04
F -0.46 -1.83 9.56
F 0.49 -2.19 7.67
O 1.72 2.77 1.77
O 0.50 4.53 6.08
O 4.82 3.85 2.39
C 1.90 -0.03 2.34
C -3.22 -0.72 -8.05
C 0.10 -1.25 8.52
C 1.27 3.95 5.34
C 1.68 1.90 4.02
C -4.03 -3.55 -9.12
C 2.72 4.16 3.39
C -4.34 -2.99 -7.73
C 0.72 1.73 6.37
C -5.05 -3.19 -10.20
C 3.68 4.74 2.41
C -6.45 -3.72 -9.92
C 1.09 1.17 8.84
C 1.32 -0.34 8.95
C -2.30 -2.19 -3.71
C 1.67 1.83 7.58
C 2.03 2.88 2.94
C 0.87 0.87 -1.78
C 2.32 -1.49 2.14
C 2.97 -0.08 4.69
C 0.11 -1.98 -2.89
C -4.49 -1.48 -7.66
C 5.98 4.41 2.00
C -0.22 -1.43 -1.51
C -0.90 -1.63 -3.98
C 1.26 2.45 5.17
C 1.80 0.40 3.81
C -0.39 0.09 -1.43
C 2.33 4.67 4.56
H 3.98 5.75 2.69
H 0.20 -3.07 -2.82
H 1.10 -1.61 -3.20
H -5.09 -2.10 -10.33
H 3.81 0.62 4.63
H 3.23 4.75 1.42
H -3.37 0.36 -7.95
H -4.77 -1.20 -6.64
H -3.04 -3.21 -9.44
H -0.54 -2.03 -4.93
H -0.96 -0.55 -4.11
H -5.26 -3.46 -7.35
H 0.57 -1.72 -0.82
H -6.86 -3.30 -9.00
H -4.70 -3.60 -11.16
H 2.63 1.39 7.32
H -2.27 -3.28 -3.61
H 1.53 1.61 9.73
H -0.68 0.34 -0.40
H 1.18 0.71 -2.81
H -2.98 -1.94 -4.53
H 1.74 -2.20 2.73
H 1.84 2.88 7.81
H 2.59 0.59 1.77
H 3.37 -1.61 2.44
H -3.55 -3.30 -7.05
H -2.39 -1.01 -7.40
H 0.02 1.38 8.88
H 0.87 -0.03 4.21
H 0.92 0.10 1.88
H -1.13 -1.90 -1.14
H 2.68 -0.15 5.74
H 1.70 0.59 -1.12
H -1.22 0.41 -2.06
H 0.48 0.69 6.14
H -3.96 -4.64 -9.05
H 2.28 -1.77 1.09
H 0.70 1.94 -1.65
H -2.93 -0.92 -9.08
H -6.44 -4.81 -9.81
H -2.73 -1.78 -2.79
H -7.14 -3.47 -10.73
H 3.33 -1.06 4.40
H -5.32 -1.14 -8.29
H -0.22 2.21 6.66
```

Calculated values
E ... -128728.7062 eV
Frontier orbital gap ... 8.7 eV
Max |F| ... 0.736 eV/A
HOMO level ... -0.36822 hartree

No. 7
ORCA calculation (wB97M-V/def2-TZVPD) on a 2-piece molecular cluster, C21H24ClFN3O2S overall at a distorted geometry.

Structure (XYZ):
```
53
C21H24ClFN3O2S wB97M-V/def2-TZVPD
Cl 4.67 1.36 -1.82
S 1.08 0.98 8.33
F 1.71 1.49 4.00
O 0.71 -0.36 8.71
O 1.07 2.05 9.31
N -6.53 2.58 7.11
N 3.21 0.68 0.42
N 2.31 1.23 2.63
C 3.67 1.94 8.06
C 2.43 -0.47 0.96
C -3.28 1.77 8.17
C 4.63 -0.49 7.04
C 1.77 2.25 1.67
C 2.28 1.88 0.31
C 1.88 -0.15 2.30
C -5.37 2.43 7.06
C 2.82 0.86 7.86
C 0.23 1.47 6.89
C 5.49 0.60 7.20
C -3.20 2.49 5.86
C 3.79 1.38 2.72
C 4.35 0.98 1.38
C 3.28 -0.36 7.38
C -1.92 1.55 8.16
C -1.84 2.27 5.83
C 5.02 1.81 7.72
C -1.14 1.75 6.97
C 3.69 0.18 -0.90
C -3.95 2.23 7.02
H 4.97 1.76 0.92
H 2.85 2.68 -0.18
H 0.68 2.22 1.72
H 2.81 -0.07 -1.52
H 2.27 -0.81 3.08
H 6.55 0.50 6.94
H 4.98 -1.44 6.65
H 1.46 1.56 -0.34
H -3.71 2.86 4.97
H 1.64 -0.67 0.23
H 4.94 0.05 1.46
H 4.16 0.73 3.53
H 4.01 2.42 2.96
H 3.13 -1.32 1.00
H -3.87 1.58 9.08
H 0.78 -0.16 2.31
H 3.29 2.86 8.50
H -1.24 2.48 4.94
H 4.30 -0.72 -0.74
H 2.60 -1.20 7.30
H 2.13 3.23 1.99
H 0.85 1.73 6.04
H 5.69 2.65 7.86
H -1.46 1.22 9.10
```

Calculated values
Total charge ... +1
E ... -56791.4526 eV
Frontier orbital gap ... 2.9 eV
Max |F| ... 4.086 eV/A
HOMO level ... -0.29118 hartree
Energy above the lowest of the compared OMol25 structures with the same formula, charge and spin ... 503.0 kJ/mol

No. 8
ORCA calculation (wB97M-V/def2-TZVPD) on C6H14N2 in the gas phase at a distorted geometry.

Structure (XYZ):
```
22
C6H14N2 wB97M-V/def2-TZVPD
N 0.92 -0.22 2.68
N 2.10 0.61 0.75
C 0.88 0.66 -0.11
C 0.42 -0.62 -0.79
C 1.88 0.72 2.19
C -3.19 -0.32 -1.84
C -0.72 -0.15 -1.76
C -2.10 -0.41 -1.11
H 1.13 -1.04 -1.53
H 0.04 -0.36 2.23
H 2.68 -0.19 0.53
H -2.00 -0.79 -0.10
H 0.12 -1.53 -0.27
H -3.38 -0.06 -2.88
H -0.58 0.86 -2.14
H 1.07 -0.72 3.52
H 2.83 0.58 2.70
H -0.70 -0.66 -2.73
H 1.21 1.39 -0.85
H 1.52 1.73 2.47
H -4.17 -0.54 -1.43
H 0.04 1.08 0.46
```

Calculated values
E ... -9427.2120 eV
Frontier orbital gap ... 9.6 eV
Max |F| ... 2.981 eV/A
HOMO level ... -0.30913 hartree
Energy above the lowest of the compared OMol25 structures with the same formula, charge and spin ... 219.2 kJ/mol

Question: Look up the frontier orbital gap of the fourth one.
Answer: 9.6 eV

Question: Which value of frontier orbital gap does entry 5 give?
Answer: 10.8 eV

Question: Among the records above, which one has the lowest E?
Answer: C29H45BrF8O3

Question: Which formula does entry 3 have?
Answer: C49H101F12N5O9